Record 1
Molecular formula: C5H16N2O
Method: DFT, ωB97M-V/def2-TZVPD

ΔE to the lowest compared entry with this formula, charge and spin (kcal/mol): 23.1
LUMO (alpha / beta) (eV): -2.88 / -7.76
Total charge: +1
<S²>: 0.75
Spin multiplicity: 2

Geometry as XYZ:
```
24
C5H16N2O (ωB97M-V/def2-TZVPD)
O -1.5631 -2.8290 -1.1581
N -1.2477 0.7227 -1.6720
N 1.3298 0.4547 1.0075
C 0.4965 -0.0670 -0.1031
C -1.9906 -0.1588 0.4960
C 1.5641 1.9509 0.9941
C 2.5936 -0.3162 1.0628
C -0.8865 0.6019 -0.2592
H 0.6630 2.3964 1.4098
H 2.3785 2.0747 1.6988
H -2.9114 -0.0998 -0.0781
H -2.2111 0.1425 1.5232
H -1.6349 -1.1621 0.7435
H -0.6152 1.4301 -2.0561
H 2.3165 -1.1525 1.7190
H 1.0738 0.1667 -1.0107
H -2.1695 1.1580 -1.7433
H 1.7947 2.2660 -0.0185
H -0.7837 1.5493 0.2847
H 3.3771 0.2907 1.5104
H -0.8492 -2.6569 -1.8054
H -2.0566 -2.0104 -1.3256
H 3.0146 -0.6805 0.1292
H 0.3880 -1.1482 -0.0101
```

Record 2
Molecular formula: C4H8NO2S
Method: DFT, ωB97M-V/def2-TZVPD

ΔE to the lowest compared entry with this formula, charge and spin (kcal/mol): 170.8
LUMO (eV): 1.26
Total charge: -1

Geometry as XYZ:
```
16
C4H8NO2S (ωB97M-V/def2-TZVPD)
S 2.0144 -0.8530 -0.6141
O 1.1941 -0.9266 2.6075
O -3.1245 0.8553 -1.6832
N -1.5002 0.9901 0.0809
C 0.4567 -0.4902 0.1704
C -0.0324 0.8786 0.0730
C -1.9617 0.9376 -1.1883
C 0.5416 0.2996 1.4510
H 0.5933 1.6248 -0.4279
H 1.4195 0.9548 1.6610
H -0.3019 -1.3222 0.2728
H 1.2039 -1.6098 1.9800
H -0.5503 -1.7386 -2.2958
H -1.2199 0.9339 -2.0546
H -1.2466 -1.8846 -2.5274
H -0.2091 0.5767 2.2207
```

Record 3
Molecular formula: C10H15N5O3
Method: DFT, ωB97M-V/def2-TZVPD

ΔE to the lowest compared entry with this formula, charge and spin (kcal/mol): 179.2
LUMO (eV): -0.82
Total charge: 0
Structure (SMILES): COc1ncc2c(no[n+]2[O-])n1.C1CCNCC1

Geometry as XYZ:
```
33
C10H15N5O3 (ωB97M-V/def2-TZVPD)
O 1.7841 -3.5740 -1.1272
O 1.1934 2.5793 -2.1408
O 1.5736 1.2261 -3.9854
N 1.6692 -2.0243 -2.7622
N 1.7149 -0.1402 -4.2663
N 1.3168 1.4398 -2.5617
N -0.2599 1.0515 0.2887
N 1.3632 -1.4584 -0.3954
C -2.7801 1.0791 0.7051
C -1.2526 1.7527 2.5580
C -1.5956 0.5784 -0.1265
C -2.5442 1.0429 2.2106
C 1.5421 -0.7522 -3.0382
C 1.2814 -0.1181 -0.6016
C 1.2678 0.2224 -1.9706
C -0.0386 1.2982 1.7245
C 1.8734 -3.8411 0.2927
C 1.5948 -2.2835 -1.4361
H -0.0080 1.8836 -0.2482
H -1.7191 0.8821 -1.1768
H 0.7546 2.0573 1.7997
H -3.3823 1.5140 2.7321
H 1.8423 -4.9327 0.3587
H -1.3933 2.8378 2.4765
H 2.8275 -3.4526 0.6814
H -1.5781 -0.5200 -0.1006
H 0.3577 0.3743 2.1712
H -3.0691 2.0956 0.4095
H 1.0322 -3.3691 0.8234
H -2.5080 0.0053 2.5561
H -3.6143 0.4200 0.4611
H 1.7508 0.5848 0.0909
H -0.9964 1.5408 3.5974
```

Record 4
Molecular formula: C46H59F33K2O24
Method: DFT, ωB97M-V/def2-TZVPD

LUMO (eV): -0.05
Total charge: 0

Geometry as XYZ:
```
164
C46H59F33K2O24 (ωB97M-V/def2-TZVPD)
K 0.9195 0.8947 -2.4455
K -1.5951 -2.2607 -1.3789
F -2.9442 -2.1249 -6.0521
F -6.7462 -3.9793 -0.5656
F 2.0935 -2.4927 -6.7861
F 1.2308 -0.6490 -6.0557
F 6.3429 2.6163 -2.7594
F 1.5053 4.5002 5.0351
F -2.8909 -1.3861 -3.9814
F -0.0364 -2.2475 -6.9135
F 3.7664 6.0915 -0.3753
F -6.5466 -3.7537 -2.7055
F -6.4854 -3.8891 2.5555
F -1.9846 0.1459 -7.4874
F 2.3437 6.4731 -1.8860
F -4.3248 -3.0149 -4.5734
F 9.0419 2.7568 1.6195
F -5.3255 -5.6088 3.4661
F -7.8557 -2.4649 -1.4028
F -1.3558 7.3118 6.4109
F 2.8520 -4.8407 6.6554
F 1.6941 3.4320 3.1424
F 1.2773 -3.8048 5.6745
F -2.8566 6.0656 7.2642
F -0.8422 1.8933 -7.4398
F 9.6623 1.8285 -0.2128
F 5.8695 2.0071 -4.8132
F -0.7595 5.4555 7.3282
F 3.4716 4.1724 4.2453
F 9.7425 0.6335 1.6384
F 7.2298 0.7743 -3.6841
F -6.0721 -5.6842 1.3309
F -3.0368 1.9243 -7.1879
F 3.9198 5.0364 -2.1660
F 2.9422 -2.5914 6.7588
O -4.8326 -0.2556 -6.4072
O 2.4735 2.1958 6.3365
O -4.3983 -2.3585 -1.8586
O 2.1818 1.1983 4.2005
O 7.4316 -0.0261 0.1233
O 1.9034 -3.4419 -4.4505
O -0.0654 -2.3298 -4.0191
O -1.4058 4.0953 5.1594
O -3.8732 -3.2675 2.8276
O -2.5869 1.8805 -4.5728
O 3.8106 1.2242 -3.0536
O 2.6065 3.3516 -0.3822
O 6.6881 1.9144 0.9315
O 5.3087 -0.4942 -2.6264
O -2.7340 5.8950 4.4619
O -3.4126 -4.6906 1.0719
O 2.6818 -3.9502 3.4722
O -5.6274 -0.6043 -4.2695
O -1.2488 0.5447 -0.5209
O 4.6465 -3.4252 4.5971
O 0.8965 4.9249 -0.3845
O -5.6152 -1.0733 -0.5364
O -0.7815 0.5742 -4.7607
O 1.0600 -1.5501 -0.4316
C -0.5247 0.1617 0.6076
C -1.3976 -3.3009 3.2082
C -7.7528 0.4416 -3.3242
C -4.1396 -4.3040 1.9683
C -4.7778 -0.8393 -5.3176
C 1.0489 -1.9764 -6.2085
C 3.0593 -5.1527 -3.4127
C -3.6815 -1.8503 -4.9724
C -1.9305 5.3949 5.2443
C 5.3003 1.5689 0.5520
C 0.9414 -0.4742 0.4668
C -2.6354 -2.4840 2.7447
C -1.9225 1.3214 -6.8625
C 2.0027 -4.0549 -3.1685
C 4.9854 -2.6520 -1.6759
C 0.9153 -2.5624 -4.7473
C 0.2915 -0.1549 4.9708
C -1.4197 3.3470 3.9518
C -5.5878 -4.8899 2.3176
C 1.8254 -0.0899 4.6202
C -5.4600 -2.1868 -1.3231
C 4.3446 -1.3153 -2.0118
C 2.1769 4.4983 -0.6289
C -3.5120 2.8615 -2.4848
C 3.4406 -3.6697 4.6447
C -6.6963 -3.0900 -1.5193
C -1.6972 6.0621 6.6201
C -1.7247 1.2050 -5.3060
C 2.2847 3.6266 4.3272
C 3.0765 5.5528 -1.3002
C 0.0178 4.0388 0.2452
C 2.2927 2.2382 5.0960
C 7.6301 1.0572 0.6390
C 4.5844 0.8328 1.6895
C -1.4366 4.5886 0.3288
C -2.6068 2.3492 3.8515
C 3.3834 -4.0569 2.2239
C -4.9704 1.0837 0.5108
C -6.4889 0.5499 -4.2672
C -4.5201 -0.2103 -0.2639
C 2.5689 -3.7090 6.0161
C 9.0569 1.5963 0.9467
C 4.9616 0.7124 -3.1011
C 2.4182 -4.4852 1.1256
C 6.1400 1.5498 -3.6255
C -2.5287 1.8467 -3.1454
H -1.6886 5.0578 -0.6222
H -4.0884 0.1786 -1.1861
H 2.2720 -3.3229 -2.4071
H -8.3658 -0.4441 -3.4908
H 0.0633 3.0617 -0.2358
H -8.3160 1.3728 -3.3838
H 4.9220 2.5763 0.3785
H -0.2715 -0.0425 4.0442
H 1.9534 -5.4372 1.3821
H 4.9096 -0.1981 1.8300
H -1.1446 -0.5466 1.1574
H 5.6136 -3.1347 -2.4245
H -0.1472 0.5952 5.6288
H -0.4861 0.9137 1.3957
H -2.6981 0.8227 -2.8124
H -1.5745 -4.3760 3.1765
H 0.3866 3.7813 1.2380
H 1.3085 -0.7086 1.4660
H -4.0970 1.5739 0.9407
H -3.3909 3.9059 -2.7724
H 4.4629 1.4517 2.5784
H 2.8228 -4.6875 0.1338
H 1.9753 -0.7374 3.7563
H -0.4618 2.8417 3.8283
H 4.2386 -4.7276 2.3065
H -4.5488 2.5696 -2.6517
H -2.7758 1.7272 4.7305
H -5.5682 1.7337 -0.1282
H 3.7331 -3.0888 1.8652
H -1.5250 2.1358 -2.8338
H -0.6737 -3.1618 2.4052
H -2.6942 -1.6259 3.4143
H 0.1189 -1.1411 5.4016
H 1.6424 0.3192 0.2073
H -3.7879 -0.7539 0.3331
H -2.6010 -2.2247 1.6866
H 3.9442 -0.9166 -1.0797
H -6.8651 0.6434 -5.2860
H 2.7673 -5.8184 -4.2249
H 3.5864 0.6333 1.2993
H 5.6654 -2.7121 -0.8261
H -1.0055 -2.9227 4.1523
H -2.3777 1.6995 3.0068
H -5.5188 0.8458 1.4223
H -7.4686 0.4002 -2.2727
H 5.1790 1.0941 -0.4217
H 1.4922 -3.9211 1.0144
H -5.8862 1.4309 -4.0463
H -2.1486 3.8369 0.6695
H -1.4986 4.0133 3.0928
H 2.5416 -0.4743 5.3465
H 3.4188 -1.2221 -2.5795
H -3.5444 2.8525 3.6153
H 3.0488 -5.7702 -2.5145
H -3.2880 2.7616 -1.4227
H 4.0785 -4.8051 -3.5818
H 4.0981 -3.2287 -1.4147
H -1.5125 5.3253 1.1285
H 1.0856 -4.5334 -2.8250
```

Record 5
Molecular formula: C20H43Cl2N3NdP2
Method: DFT, ωB97M-V/def2-TZVPD

LUMO (alpha / beta) (eV): 2.42 / 2.43
Total charge: -1
<S²>: 3.75
Spin multiplicity: 4

Geometry as XYZ:
```
71
C20H43Cl2N3NdP2 (ωB97M-V/def2-TZVPD)
Nd 0.4905 -0.4744 0.5186
Cl -0.2094 1.7226 1.8320
Cl 0.5902 -1.8966 -1.7011
P 3.0347 0.3512 -0.5243
P -2.9718 -0.3920 -0.4128
N -0.2462 -0.1321 6.6407
N -0.3814 -1.8572 4.8613
N -0.0623 -1.7660 2.4373
C -0.2009 -1.7429 3.6197
C 3.0503 3.0138 0.1704
C -3.3540 0.4968 -1.9780
C -4.0778 0.2156 0.9753
C -4.8216 0.3261 -2.3725
C -2.8822 1.9671 -1.9654
C 3.2353 -1.8519 1.3097
C 4.8775 1.2934 -2.4092
C 5.2371 -1.3277 -0.2289
C -4.0443 1.7368 1.0906
C -3.3805 -2.1723 -0.7245
C -2.3406 -3.1057 -0.0776
C 3.6640 1.4045 2.0215
C 2.4133 1.4233 -3.0242
C 3.7726 1.6964 0.5165
C 3.7165 -1.3187 -0.0656
C -0.2945 -0.9092 5.7622
C 3.5047 0.6359 -2.2853
C -3.6381 -0.4358 2.2942
C -4.8090 -2.5573 -0.3263
H -1.3699 -3.0120 -0.5877
H -5.5007 0.6499 -1.5678
H -4.9410 -2.5120 0.7647
H 5.6598 0.7210 -1.9000
H 1.4701 0.8676 -3.0431
H -2.1342 2.1581 -1.1850
H -4.3509 -0.1511 3.0805
H 4.1444 2.2304 2.5680
H 3.3595 3.7935 0.8834
H 2.7125 -2.8152 1.1806
H -3.7229 2.6634 -1.8454
H -4.4636 2.2405 0.2107
H -2.6446 -0.0577 2.5817
H 5.7075 -0.5028 0.3292
H -2.4056 2.1929 -2.9301
H -0.0057 0.9511 -1.0074
H -5.0929 -0.1207 0.7063
H -4.6478 2.0302 1.9604
H 3.2862 3.3698 -0.8417
H 5.1434 1.3530 -3.4717
H -2.1863 -2.8967 0.9923
H 2.2168 2.3966 -2.5568
H 2.6108 1.3687 2.3522
H -2.6721 -4.1503 -0.1779
H 4.1066 -2.0307 1.9566
H 3.5370 -0.3803 -2.7155
H 2.7373 1.5995 -4.0575
H -5.0466 -0.7137 -2.6441
H 5.6383 -2.2740 0.1618
H 4.8676 2.3119 -2.0014
H 3.2584 -1.9618 -0.8425
H 5.5263 -1.2560 -1.2841
H -2.7136 -0.0496 -2.6967
H -5.5646 -1.9281 -0.8165
H 2.5526 -1.1928 1.8916
H 1.9560 2.8959 0.2610
H 4.8391 1.7576 0.2319
H -3.6047 -1.5325 2.2535
H -3.2756 -2.2604 -1.8212
H 4.1674 0.4722 2.3072
H -5.0270 0.9474 -3.2542
H -3.0121 2.0793 1.2626
H -4.9870 -3.5958 -0.6420
```

Record 6
Molecular formula: C4H6FN3
Method: DFT, ωB97M-V/def2-TZVPD

ΔE to the lowest compared entry with this formula, charge and spin (kcal/mol): 53.0
LUMO (eV): 0.58
Total charge: 0
Structure (SMILES): N#C/C=N\NCCF

Geometry as XYZ:
```
14
C4H6FN3 (ωB97M-V/def2-TZVPD)
F 0.4949 -0.8332 1.3861
N -0.5756 1.5265 0.4556
N -2.3741 -1.4014 -0.4120
N 0.4157 1.3091 -0.3921
C -1.7184 0.8980 0.6502
C 0.7403 -0.0893 -0.8388
C -2.1341 -0.3687 0.0110
C 1.3147 -0.9259 0.2217
H -0.1183 -0.5612 -1.2845
H -2.4117 1.3608 1.3107
H 1.2980 1.8242 0.0354
H 1.1595 -2.0538 -0.0483
H 2.3420 -0.6872 0.5225
H 1.5672 0.0023 -1.6173
```

> total charge of number 6 (C4H6FN3)?

0

> The highest total charge belongs to which entry?

C5H16N2O

> What is the formula in the fourth record?

C46H59F33K2O24